(1)
Molecular formula: C3H13NO2
Method: DFT, ωB97M-V/def2-TZVPD

```
! wB97M-V def2-TZVPD RIJCOSX def2/J DEFGRID3
* xyz 0 1
C 0.5641 -1.3663 1.9560
C -0.3753 -0.5210 1.0604
C -0.7472 -1.3093 -0.2351
N -1.8361 -0.7479 -0.9639
H 1.4438 -1.4618 1.2946
H 0.2735 -2.4431 2.1650
H 0.6468 -0.8556 2.9497
H -1.2309 -0.1004 1.5765
H 0.0865 0.3985 0.5938
H -1.0471 -2.3655 0.0608
H 0.1028 -1.4364 -0.9742
H -1.4252 0.0058 -1.4964
H -2.5945 -0.2315 -0.5078
O 1.9702 1.6525 -0.9483
H 2.8037 2.1037 -0.6010
H 2.3241 0.7113 -1.0354
O -0.7241 2.5273 -1.5384
H -0.3921 3.3245 -2.0514
H 0.1569 2.1151 -1.3049
*
```

Computed properties:
Kohn-Sham gap (eV): 8.931
M (Da): 95.14
SMILES: CCCN.O.O
HOMO (eV): -8.70
ΔE to the lowest compared entry with this formula, charge and spin (eV): 1.333

---

(2)
Molecular formula: C28H38N4P2Pb
Method: DFT, ωB97M-V/def2-TZVPD

```
! wB97M-V def2-TZVPD RIJCOSX def2/J DEFGRID3
* xyz 0 1
Pb -0.3257 -2.8951 3.2595
C -0.9449 2.8278 4.9151
C -1.4188 2.0047 3.9526
C -0.8031 1.7922 2.6040
C 0.4420 0.8646 2.5661
C 1.8196 1.3839 2.8946
C 2.0726 2.5499 3.4627
C 1.1214 3.7167 3.5972
C 0.2061 3.7456 4.8348
C 1.2977 -2.4065 4.7194
H -1.5057 2.9164 5.8307
H -2.2837 1.3574 4.1686
H -0.6171 2.7404 2.0766
H -1.6212 1.2424 2.0920
H 0.2365 0.0015 3.2136
H 0.4603 0.4332 1.5557
H 2.6261 0.6373 2.7200
H 3.0758 2.7303 3.8712
H 0.4723 3.8354 2.7222
H 1.7467 4.6259 3.6858
H 0.8567 3.5988 5.7025
H -0.1997 4.7775 4.8583
H 0.8103 -2.2565 5.7044
H 1.9715 -1.5655 4.4781
H 1.8066 -3.3987 4.6865
P 1.3977 -1.2548 -1.6745
P -2.0078 -0.9256 -1.6669
N 2.7512 -0.1324 -1.8931
N 2.1842 -2.4946 -2.7738
N -2.0673 0.8617 -1.7667
N -3.6517 -1.1609 -2.3599
C 0.4160 -0.4993 -3.0488
C -0.9826 -1.1269 -3.1970
C 3.6105 0.2069 -0.8467
C 4.6182 1.0113 -1.3648
C 4.3793 1.1569 -2.7621
C 3.2318 0.4530 -3.0647
C 2.4308 -3.8010 -2.3488
C 2.9113 -4.5348 -3.4365
C 2.9529 -3.6579 -4.5662
C 2.5235 -2.4093 -4.1243
C -1.4971 1.5780 -0.7029
C -1.5731 2.9331 -0.9870
C -2.0960 3.0712 -2.3070
C -2.3286 1.7795 -2.7960
C -4.4640 -0.4902 -3.2802
C -5.6014 -1.2487 -3.5225
C -5.4911 -2.4433 -2.7410
C -4.2836 -2.3818 -2.0549
H 0.9028 -0.5407 -4.0333
H 0.3227 0.5638 -2.7904
H -1.5053 -0.7034 -4.0704
H -0.8990 -2.2116 -3.3591
H 3.3934 -0.1603 0.1477
H 5.4187 1.4354 -0.7974
H 4.9732 1.7052 -3.4713
H 2.7091 0.3514 -4.0083
H 2.2377 -4.0626 -1.3219
H 3.1913 -5.5706 -3.4208
H 3.2473 -3.8933 -5.5724
H 2.4423 -1.4968 -4.6830
H -1.1019 1.0346 0.1391
H -1.3015 3.7360 -0.3140
H -2.2784 3.9897 -2.8296
H -2.6371 1.4839 -3.7756
H -4.2093 0.4813 -3.6671
H -6.4158 -0.9813 -4.1746
H -6.2040 -3.2438 -2.6884
H -3.8057 -3.0569 -1.3647
C -1.6504 -2.2156 5.0244
H -2.5234 -1.5627 4.8667
H -0.9954 -1.6908 5.7415
H -1.9767 -3.1408 5.5371
*
```

Computed properties:
Kohn-Sham gap (eV): 7.626
M (Da): 699.79
HOMO (eV): -8.26
ΔE to the lowest compared entry with this formula, charge and spin (eV): 0.043

---

(3)
Molecular formula: C19H34AsF3N3O4SSe2Zn
Method: DFT, ωB97M-V/def2-TZVPD

```
! wB97M-V def2-TZVPD RIJCOSX def2/J DEFGRID3
* xyz -1 1
Zn -0.4359 -0.3911 -0.4851
F 3.4824 -3.7366 -2.2375
C 4.1339 -2.7427 -1.6183
F 5.2986 -3.2800 -1.1701
F 4.4909 -1.8557 -2.5713
C 3.3510 -2.1255 -0.4987
C 3.8681 -2.1473 0.7830
C 3.1457 -1.6083 1.8384
C 1.8995 -1.0815 1.5544
N 1.3969 -1.0593 0.3320
C 2.0827 -1.5380 -0.7303
S 1.2920 -1.3465 -2.2357
H 4.8382 -2.5919 0.9580
H 3.5326 -1.6089 2.8472
H 1.2649 -0.6555 2.3208
O -4.5598 0.3988 -2.6534
C -4.1575 -0.5799 -1.6840
C -4.0560 0.0075 -0.2759
C -5.4730 0.3668 0.2161
O -6.1461 1.3331 -0.5763
C -3.2246 1.3031 -0.2435
Se -1.6709 1.4548 -1.4473
C -3.5353 -1.0505 0.7127
Se -1.9740 -2.1585 0.2308
H -3.7615 0.9309 -2.8103
H -3.2022 -1.0187 -1.9683
H -4.9121 -1.3709 -1.7018
H -5.4124 0.7689 1.2335
H -6.0655 -0.5577 0.2609
H -5.8397 1.1971 -1.4886
H -2.8679 1.4672 0.7732
H -3.8660 2.1404 -0.5132
H -4.3340 -1.7705 0.9078
H -3.3121 -0.5491 1.6572
C 4.0488 1.5067 -2.0468
As 2.4320 2.3925 -1.4941
C 1.2884 2.3806 -3.0400
C 2.9109 4.2593 -1.2886
O 1.8401 1.7970 -0.0846
H 4.5288 2.0506 -2.8603
H 3.7812 0.5026 -2.3719
H 4.7167 1.4432 -1.1888
H 1.8765 2.7144 -3.8963
H 0.4409 3.0407 -2.8680
H 0.9304 1.3660 -3.2010
H 3.3349 4.6617 -2.2086
H 3.6311 4.3468 -0.4766
H 2.0087 4.8104 -1.0269
C 0.1413 0.7805 5.2619
N -0.5851 0.3707 4.0811
C -0.8677 -1.0494 3.9723
C -0.6580 1.1406 2.9411
O -0.7890 0.6392 1.8371
N -0.5623 2.5108 3.1144
C -1.3831 3.1617 4.1202
C -0.4501 3.2689 1.8718
H 0.9555 0.0742 5.4560
H -0.5004 0.8007 6.1495
H 0.5731 1.7670 5.1158
H -1.5710 -1.3506 4.7533
H 0.0480 -1.6391 4.0918
H -1.2808 -1.2759 2.9905
H -1.6317 2.4797 4.9284
H -2.3216 3.5168 3.6774
H -0.8582 4.0240 4.5390
H 0.2502 2.7810 1.1953
H -0.0911 4.2704 2.1195
H -1.4156 3.3508 1.3603
*
```

Computed properties:
Kohn-Sham gap (eV): 6.615
M (Da): 755.79
HOMO (eV): -4.17

---

(4)
Molecular formula: C3H24NO7
Method: DFT, ωB97M-V/def2-TZVPD

```
! wB97M-V def2-TZVPD RIJCOSX def2/J DEFGRID3
* xyz 1 1
C 0.0076 -0.2799 0.1956
C 0.9552 0.5957 0.9960
C 1.9934 -0.3274 1.7537
N -0.5871 0.3998 -1.0156
H 0.6873 -1.1028 -0.0713
H -0.8612 -0.6230 0.7318
H 0.5013 1.2182 1.7778
H 1.6845 1.2031 0.3607
H 1.6885 -0.5041 2.7726
H 2.3414 -1.2304 1.3031
H 2.8854 0.2576 1.8693
H -1.0769 1.2661 -0.7184
H 0.1583 0.5777 -1.6889
H -1.1964 -0.2992 -1.4396
H 0.1315 -3.4170 3.0630
H 0.1406 -2.5693 1.8096
O -0.4403 -3.1068 2.3556
H -3.4354 -0.3981 -2.5988
H -2.4820 0.4458 -3.3920
O -2.7686 0.2885 -2.4825
H -1.3800 3.1870 0.0408
H -2.5200 3.4806 -0.8688
O -1.6525 3.0424 -0.9087
H 2.4033 0.1500 -2.7228
H 2.2986 1.5730 -2.8042
O 1.6988 0.8127 -2.7694
H -3.2683 -2.1993 0.0597
H -2.1014 -3.0902 0.4216
O -2.3132 -2.2612 -0.0283
H -2.6646 1.4962 2.7574
H -1.4620 1.6039 3.5347
O -1.7043 1.4451 2.6134
H 3.9971 -1.2578 -2.0166
H 4.4289 0.2045 -1.5538
O 3.9125 -0.5814 -1.3367
*
```

Computed properties:
Kohn-Sham gap (eV): 11.752
M (Da): 186.22
HOMO (eV): -14.20
ΔE to the lowest compared entry with this formula, charge and spin (eV): 0.693

---

(5)
Molecular formula: C3H8
Method: DFT, ωB97M-V/def2-TZVPD

```
! wB97M-V def2-TZVPD RIJCOSX def2/J DEFGRID3
* xyz 0 1
C -0.3481 1.0391 1.2776
C 0.2236 -0.1507 1.1136
H 0.2253 1.9559 1.1707
H -1.4225 1.1257 1.4147
H -0.3456 -1.0791 1.1025
H 1.2777 -0.2728 0.8627
C 0.0897 -0.5407 -1.3864
H -0.1656 0.1462 -0.5553
H -0.7940 -0.4812 -2.0079
H 0.2746 -1.5983 -1.1251
H 0.9850 -0.1442 -1.8671
*
```

Computed properties:
Kohn-Sham gap (eV): 10.367
M (Da): 44.10
SMILES: C=C.C
HOMO (eV): -9.18
ΔE to the lowest compared entry with this formula, charge and spin (eV): 2.128

---

(6)
Molecular formula: C4H12BNO
Method: DFT, ωB97M-V/def2-TZVPD

```
! wB97M-V def2-TZVPD RIJCOSX def2/J DEFGRID3
* xyz 0 1
C 0.6022 1.0170 -1.2620
C 0.5343 0.8517 0.2717
C 0.0598 -0.5499 0.8535
C 1.3344 -1.4798 0.6182
B -1.1099 -1.3382 0.2443
O -1.8202 -2.0900 -0.3973
H 1.5995 0.7718 -1.6585
H 0.5855 2.1116 -1.3566
H -0.1879 0.5911 -1.8199
H 1.4941 1.0964 0.5768
H -0.1298 1.6373 0.6377
H 0.0012 -0.4430 1.8553
H 2.1468 -0.7395 0.6010
H 1.3896 -1.9265 -0.3382
H 1.6513 -2.1991 1.5406
N -2.5098 1.0965 -0.5874
H -3.2570 1.6670 -0.3254
H -1.6849 1.5701 0.0431
H -1.9958 1.6379 -1.3742
*
```

Computed properties:
Kohn-Sham gap (eV): 11.458
M (Da): 100.96
SMILES: CC[C@H](C)B=O.N
HOMO (eV): -10.80
ΔE to the lowest compared entry with this formula, charge and spin (eV): 3.095